No. 1
Density functional theory data (ωB97M-V/def2-TZVPD) for an isolated ion of composition C31H29F3NO and charge +1 in a non-equilibrium geometry.

The orbital gap is 9.4 eV. The value obtained for the energy relative to the best compared isomer or geometry (same formula, charge and spin) is 0.00 kcal per mole. The SMILES is OC(c1ccccc1)(c1ccccc1)[C@@H]1CCC[N@@H+]1[C@H](c1ccccc1)c1ccc(C(F)(F)F)cc1. For the energy, the calculation gives -44301.4728 eV. The calculation puts the LUMO energy at -2.445 eV. For the HOMO energy, the calculation gives -0.436 hartree.

The geometry in ORCA input format:
```
! RIJCOSX wB97M-V def2-TZVPD def2/J DEFGRID3
* xyz 1 1
F -4.78117 -0.38851 -1.57982
C -4.12808 0.64111 -2.20895
F -3.96584 0.27794 -3.51309
F -4.99708 1.70467 -2.21398
C -2.83293 0.98561 -1.53042
C -1.64276 1.01666 -2.24019
C -0.47067 1.39980 -1.59538
C -0.46778 1.70680 -0.22086
C 0.81696 2.19209 0.46886
C 0.59088 2.95595 1.77546
C 1.23662 4.19039 1.90686
C 1.48021 4.70716 3.18261
C 0.98462 4.04344 4.31082
C 0.19885 2.89258 4.16704
C 0.02947 2.31855 2.89681
C -1.70831 1.75722 0.43010
C -2.88733 1.37960 -0.20479
H -1.63156 0.75652 -3.29247
H 0.43131 1.47004 -2.19311
H 1.28688 2.86874 -0.24000
H 1.55850 4.72091 1.01096
H 2.07540 5.61569 3.27046
H 1.21422 4.43305 5.30735
H -0.24960 2.41075 5.04066
H -0.52464 1.38089 2.81701
H -1.79992 2.09201 1.45453
H -3.82256 1.41950 0.34585
O 3.22052 3.29501 -0.56738
C 3.91296 2.04348 -0.66890
C 4.21235 1.96563 -2.17233
C 4.07805 3.12390 -2.93363
C 4.11536 3.05821 -4.33072
C 4.41594 1.84962 -4.96896
C 4.73265 0.72506 -4.19621
C 4.65530 0.78841 -2.80252
C 5.21670 2.17850 0.17716
C 5.12843 2.66257 1.48694
C 6.28875 3.02315 2.18473
C 7.55124 2.82310 1.61335
C 7.64272 2.25574 0.33657
C 6.48066 1.94470 -0.38011
C 3.01728 0.86229 -0.15324
C 2.34292 -0.12893 -1.07886
C 1.38728 -0.92504 -0.16901
C 1.36545 -0.19770 1.17182
N 1.86919 1.21717 0.83578
H 3.20960 3.60823 0.35643
H 3.92745 4.08859 -2.44199
H 3.90934 3.96002 -4.90416
H 4.41213 1.78217 -6.05585
H 5.03349 -0.21229 -4.67054
H 4.94749 -0.07334 -2.19032
H 4.15199 2.79370 1.97463
H 6.19849 3.46676 3.17896
H 8.45277 3.10008 2.15719
H 8.61482 2.06325 -0.11719
H 6.57201 1.53251 -1.38779
H 3.68761 0.26660 0.49501
H 1.79540 0.35665 -1.89454
H 3.09207 -0.77557 -1.54588
H 0.37816 -0.99270 -0.60396
H 1.74680 -1.95330 -0.03444
H 0.40747 -0.18760 1.69161
H 2.13164 -0.60248 1.84893
H 2.34806 1.59712 1.66436
*
```



No. 2
Density functional theory data (ωB97M-V/def2-TZVPD) for a 3-piece molecular cluster, C5H15N3 overall in a non-equilibrium geometry.

The orbital gap (alpha / beta) is 6.7 / 7.1 eV. The value obtained for the energy relative to the best compared isomer or geometry (same formula, charge and spin) is 138.34 kcal per mole. For the energy, the calculation gives -9893.1522 eV. The calculation puts the LUMO energy (alpha / beta) at 0.771 / 0.777 eV. For the HOMO energy (alpha / beta), the calculation gives -0.219 / -0.234 hartree.

The geometry in ORCA input format:
```
! RIJCOSX wB97M-V def2-TZVPD def2/J DEFGRID3
* xyz 0 1
C -0.09507 -0.10722 -0.44386
C 0.52291 0.83140 0.38065
C -0.44057 0.24141 -1.86399
C -0.20288 -1.54159 -0.02242
C 2.33511 0.05701 -0.80100
N -1.83337 0.94545 0.54108
N -2.42082 0.28660 1.62086
N 0.78976 0.63062 1.70131
H -2.46094 0.79360 -0.24775
H 0.55594 1.86052 0.05354
H -2.55337 -0.72285 1.50048
H -1.85696 0.44684 2.44776
H 1.13285 1.40961 2.23718
H 0.96095 -0.30974 2.01896
H 0.20335 -0.29162 -2.56510
H -0.33651 1.30993 -2.04949
H -1.47112 -0.05042 -2.08061
H -1.00568 -1.68237 0.70980
H -0.41077 -2.19074 -0.87172
H 0.70397 -1.92946 0.44700
H 2.90996 -0.25435 0.06772
H 2.29312 -0.72746 -1.55160
H 2.68015 0.99482 -1.22877
*
```



No. 3
Density functional theory data (ωB97M-V/def2-TZVPD) for a 2-piece molecular cluster, C6H4Cl4F2N2 overall in a non-equilibrium geometry.

The orbital gap (alpha / beta) is 8.0 / 8.0 eV. The value obtained for the energy relative to the best compared isomer or geometry (same formula, charge and spin) is 43.68 kcal per mole. For the energy, the calculation gives -64787.4418 eV. The calculation puts the LUMO energy (alpha / beta) at -0.958 / -0.958 eV. For the HOMO energy (alpha / beta), the calculation gives -0.330 / -0.330 hartree.

The geometry in ORCA input format:
```
! RIJCOSX wB97M-V def2-TZVPD def2/J DEFGRID3
* xyz 0 1
C 0.51661 -2.57123 -1.73071
C 0.09005 -1.38500 -1.30390
C 1.03629 3.20801 0.15799
C 0.74660 0.73974 -0.40256
C 0.70096 1.80180 0.64199
C -1.71032 -0.95626 -2.42627
N 2.16233 3.67261 0.25976
N 0.24149 -0.41511 -0.46119
F 0.05176 3.73932 -0.52964
F 1.65833 0.99759 -1.47747
Cl 1.94329 1.29712 1.84562
Cl -2.95381 -1.74298 -1.70360
Cl -1.86984 0.76127 -2.22239
Cl -1.44727 -1.29776 -4.13678
H 1.44191 -2.85662 -1.35188
H -0.11645 -3.27615 -2.32247
H -0.29068 1.89257 1.09738
H 2.37351 4.64243 -0.17267
*
```



No. 4
Density functional theory data (ωB97M-V/def2-TZVPD) for C6H19Ag2BrN5O3 as an isolated structure in a non-equilibrium geometry.

The orbital gap is 8.3 eV. For the energy, the calculation gives -98159.7319 eV. The calculation puts the LUMO energy at -3.868 eV. For the HOMO energy, the calculation gives -0.445 hartree.

The geometry in ORCA input format:
```
! RIJCOSX wB97M-V def2-TZVPD def2/J DEFGRID3
* xyz 1 1
Ag -9.20358 -31.37290 0.76178
Ag -4.90794 -31.65458 -2.02861
Br -6.54868 -30.32075 0.02570
C -8.51853 -27.27793 2.38609
C -9.18255 -28.63441 2.63491
C -10.39770 -28.58897 3.57479
O -10.29242 -29.56034 4.62726
C -11.51082 -30.22341 5.00023
N -9.62676 -29.08044 1.27428
H -8.22208 -26.81377 3.32884
H -9.01599 -26.62247 1.67241
H -7.53770 -27.45956 1.93358
H -8.41052 -29.34433 2.92703
H -11.33712 -28.76959 3.04833
H -10.46830 -27.59660 4.02485
H -11.98818 -30.89174 4.27795
H -12.28213 -29.47889 5.21063
H -11.26847 -30.79916 5.88895
H -10.37155 -28.51805 0.87381
H -8.84892 -28.79838 0.67905
C -2.57430 -29.33629 -1.63982
O -2.99228 -30.35580 -2.19379
N -1.55204 -28.49846 -1.97646
N -3.15381 -28.88388 -0.49812
H -1.04411 -28.62704 -2.83656
H -1.50474 -27.60236 -1.53730
H -3.02702 -27.93579 -0.20266
H -3.92603 -29.38585 -0.08573
C -8.92692 -27.38012 -1.80744
O -9.34569 -28.53952 -1.89436
N -9.45974 -26.25810 -2.30402
N -7.66861 -27.22863 -1.30535
H -8.94270 -25.41179 -2.44688
H -10.43543 -26.28041 -2.55013
H -7.40955 -26.30163 -1.01043
H -7.23572 -28.07319 -0.96522
*
```



No. 5
Density functional theory data (ωB97M-V/def2-TZVPD) for a 2-piece molecular cluster, F3H3SSi2 overall in a non-equilibrium geometry.

The orbital gap is 6.7 eV. The value obtained for the energy relative to the best compared isomer or geometry (same formula, charge and spin) is 62.81 kcal per mole. For the energy, the calculation gives -34794.7112 eV. The calculation puts the LUMO energy at -2.313 eV. For the HOMO energy, the calculation gives -0.333 hartree.

The geometry in ORCA input format:
```
! RIJCOSX wB97M-V def2-TZVPD def2/J DEFGRID3
* xyz 0 1
F -0.89705 -1.83380 -1.56308
F -0.51434 -2.20397 0.86883
F 1.35036 -2.45743 -0.74779
Si 0.73743 0.67337 -0.19442
Si 0.12316 -1.50638 -0.39812
S -1.87851 2.35016 0.65162
H 1.62498 1.06085 0.89834
H 0.93304 1.43552 -1.42482
H -1.47909 2.48167 1.90943
*
```



Question: What is the energy in the third record?
Answer: -64787.4418 eV